Record 1
Below is the molecule C4H8S2 in a non-equilibrium geometry, with properties calculated with the ωB97M-V functional and the def2-TZVPD basis.

Structure (XYZ):
```
14
Properties=species:S:1:pos:R:3:mulliken_charge:R:1
S 2.4332 -1.5247 -0.0081 -0.221
S -2.6563 -1.0866 -0.2545 -0.227
C 0.9995 0.8608 0.2679 -0.512
C -0.4543 0.5526 -0.2210 -0.395
C -0.9860 -0.6910 0.3845 -0.700
C 1.9210 -0.1318 -0.5413 -0.264
H -0.4991 -1.5958 -0.0194 0.186
H -0.2505 0.3231 -1.3258 0.253
H -3.2913 -0.2628 0.6303 0.115
H 1.3302 0.6248 1.3241 0.365
H -0.9710 -0.7502 1.4802 0.389
H 1.2173 1.9463 0.0465 0.247
H -1.0487 1.4428 -0.2575 0.467
H 2.2562 0.2926 -1.5059 0.299
```

Values from the calculation:
SMILES: S=CCCCS
Energy (Ha): -953.5284
LUMO level (eV): -0.151
Kohn-Sham gap (eV): 8.7
Energy above the lowest of the compared OMol25 structures with the same formula, charge and spin (kcal/mol): 36.56
Charge: 0
2S+1: 1

Record 2
Below is a cluster of 4 separate species, C32H51Br2N3O8 in total in a non-equilibrium geometry, with properties calculated with the ωB97M-V functional and the def2-TZVPD basis.

Structure (XYZ):
```
96
Properties=species:S:1:pos:R:3:mulliken_charge:R:1
Br -0.5770 1.5830 2.4931 -0.070
Br -0.2540 3.0375 -1.9769 -0.114
O 3.5513 0.3085 -4.4042 -0.530
O -3.3453 -2.1546 0.0020 -0.672
O 0.7321 -1.5420 2.5802 -0.361
O -3.4934 -1.2189 5.9313 -0.551
O -1.8905 -1.4802 -1.6392 -0.553
O -2.9260 -1.0369 -4.6542 -0.642
O 4.0001 1.5018 2.2873 -0.618
O -0.1378 -0.6154 0.2859 0.833
N -3.0424 0.8890 6.6836 0.149
N 5.5968 0.4476 3.5318 0.138
N 4.4439 1.5499 -6.0998 0.117
C 4.3067 0.4296 -5.3506 0.041
C -5.3066 -0.2085 -1.9062 0.132
C -4.6962 -0.7964 -3.1119 0.464
C -2.8769 1.7782 7.8151 -0.932
C 5.0253 0.8964 4.7885 -0.901
C -1.1821 -0.2427 -2.0009 1.212
C 0.2243 -2.2699 -3.0457 -1.138
C -2.3055 0.1578 0.0395 -0.537
C -0.4246 2.5048 0.7899 0.263
C 1.2528 -0.3544 0.4731 -0.233
C 5.3661 1.6214 -7.2154 -0.927
C 0.0706 -2.8115 2.4993 0.261
C 3.6410 2.7145 -5.7738 -0.886
C 1.7522 -1.4157 1.5633 -0.626
C -0.0548 -0.6938 -3.0275 -0.166
C -6.6459 -0.5383 -1.4252 -0.659
C -3.2668 -0.4961 -3.6166 0.515
C 0.9311 -2.8227 -1.7554 -0.540
C -6.9095 -2.0740 -3.3800 -0.447
C 1.2946 0.1499 -2.9709 -0.923
C -7.4779 -1.5045 -2.1452 -0.424
C -2.2652 0.5017 -2.8878 -0.978
C -2.8819 1.4189 5.3420 -0.737
C -0.9901 -3.0012 3.6636 -1.028
C -0.1597 4.0572 0.8653 -1.467
C -0.8195 0.3065 -0.5522 0.696
C -3.3427 -0.4246 6.8377 0.071
C -5.5596 -1.7388 -3.8623 -0.716
C -0.5295 1.8518 -0.4129 -0.737
C 4.9987 0.8135 2.3727 0.110
C 6.7881 -0.3771 3.5558 -0.925
C -2.6433 -1.3187 -0.4763 0.227
H -3.8086 1.2679 4.7843 0.301
H -2.4076 0.0265 1.1454 0.483
H 1.8862 -2.4196 1.0739 0.393
H -1.8552 -3.6079 3.2650 0.331
H -0.5366 -2.8116 1.5404 -0.102
H 1.9017 -2.2798 -1.6329 0.188
H -0.4747 -0.4994 -4.0579 0.660
H 6.5784 -1.2944 4.1109 0.334
H -2.9285 1.2215 -2.3264 0.568
H -3.0259 1.2438 8.7532 0.303
H 5.6125 0.5245 5.6269 0.387
H 7.5942 0.1709 4.0494 0.342
H -0.6796 -2.8533 -3.3663 0.369
H -2.6436 2.4811 5.3762 0.390
H 1.4172 0.7865 -3.8749 -0.063
H -0.5348 -3.6012 4.5042 0.346
H -1.4301 -2.0322 4.0103 0.071
H -0.2491 4.4404 1.9093 0.347
H 6.0910 2.4179 -7.0313 0.336
H 4.8082 1.8409 -8.1287 0.336
H -3.6073 2.5879 7.7455 0.326
H 4.9603 -0.3945 -5.6815 0.257
H 5.8972 0.6782 -7.3404 0.289
H -3.4424 -0.7238 7.8948 0.270
H 2.6878 -1.0280 2.0488 -0.110
H -6.9989 -0.0561 -0.4769 0.324
H -1.8290 1.1190 -3.7251 0.689
H 0.7740 -3.6876 2.4095 0.356
H 5.5113 0.4201 1.4787 0.320
H 0.9701 -2.3994 -3.8903 0.463
H 3.9993 0.5314 4.8685 0.239
H 5.0089 1.9880 4.8075 0.294
H -4.7212 0.5210 -1.2980 0.076
H 2.5828 2.4534 -5.8412 0.247
H 1.5114 0.6481 0.8982 0.512
H 3.8579 3.0269 -4.7501 0.288
H 2.1268 -0.6084 -2.9659 0.414
H -3.0275 0.9736 -0.2060 0.283
H -2.0790 0.8781 4.8376 0.015
H -8.4795 -1.7594 -1.7365 0.360
H -5.2502 -2.2354 -4.8073 0.368
H -7.5656 -2.7968 -3.9282 0.311
H -0.9304 4.5904 0.2339 0.371
H 1.2114 -3.8983 -1.9794 0.464
H 0.2924 -2.8588 -0.8408 -0.085
H 0.8285 4.2992 0.3825 0.322
H 7.1007 -0.6363 2.5445 0.294
H -1.8674 2.1962 7.7987 0.319
H 1.4243 0.7561 -2.0414 0.023
H 3.8606 3.5313 -6.4598 0.371
H 1.9062 -0.5208 -0.4209 -0.181
```

Values from the calculation:
SMILES: CCOCCO[C@]1(/C(Br)=C(/C)Br)CC(=O)O[C@]1(CC(=O)c1ccccc1)[C@@H](C)CC.CN(C)C=O.CN(C)C=O.CN(C)C=O
Energy (Ha): -7163.9767
LUMO level (eV): 0.313
Kohn-Sham gap (eV): 9.2
Charge: 0
2S+1: 1

Record 3
Below is a structure of composition C53H65FInN5O3PS, with properties calculated with the ωB97M-V functional and the def2-TZVPD basis.

Structure (XYZ):
```
130
Properties=species:S:1:pos:R:3:mulliken_charge:R:1
In -0.9591 -1.1060 -0.0318 1.397
S -1.9419 0.4837 3.2492 1.054
P 0.5226 -1.7199 -3.7732 0.736
F 2.1062 -1.8367 0.6255 0.183
O -2.9478 -0.1463 4.0863 -0.721
O 3.4791 5.2091 -1.7921 -0.424
O 0.3802 -1.1464 2.8870 0.485
N -2.9193 0.0386 -0.9407 0.398
N -2.1648 0.4454 1.6959 1.311
N 1.9966 2.8964 -1.3884 0.785
N 1.1944 -3.2922 2.8622 -0.462
N 0.6630 0.9647 -0.6327 -0.022
C 5.1904 -2.0264 2.5004 -0.536
C -5.5495 2.1034 1.5198 -1.187
C 3.1509 -2.3548 -4.9231 -1.790
C -0.4293 -0.7422 5.1606 -0.882
C -3.1863 -3.8292 2.0139 -1.512
C 4.2901 -1.7252 1.4897 -0.827
C -1.1966 -1.8089 5.4012 -1.468
C 0.8999 0.9408 3.8163 0.493
C -3.7631 0.7363 -0.1284 -1.033
C 0.8694 1.6163 -6.2739 -1.008
C -1.7910 -2.5967 -4.8564 -1.880
C -1.8522 2.1786 3.7837 -0.759
C 1.2884 1.8695 -0.9887 -0.782
C 2.5515 -3.2178 -2.6576 -1.954
C -1.7565 -2.7027 4.3974 -0.168
C 3.4459 -3.1558 3.7126 -0.223
C 4.0304 4.1501 -1.0348 -0.766
C 2.9782 -2.1303 1.6211 0.602
C -1.6966 -4.0484 2.2754 0.759
C 2.9610 -0.7984 -2.9817 -2.080
C 4.7632 -2.7406 3.6114 -0.884
C -4.4278 0.3033 -2.7794 -1.276
C -5.8743 1.9439 0.2081 -0.967
C -0.4105 2.2206 -4.3435 -1.149
C 2.2019 0.5078 4.4990 -1.314
C 2.3744 -2.0536 -3.6430 2.476
C -1.4065 4.4863 3.3695 -1.039
C 1.0098 0.3283 -5.7807 -0.275
C 0.0342 -2.6443 -6.5265 -1.942
C 0.4455 -0.0465 -4.5572 0.104
C -1.4167 -5.4721 2.7646 -1.574
C -1.1465 -3.0368 3.2593 0.507
C -1.5152 3.1923 2.8963 0.002
C 3.4561 2.8165 -1.4808 -0.311
C 2.0795 5.2985 -1.6143 -0.744
C -4.3375 1.6028 2.0310 -0.084
C -3.2483 -0.1787 -2.1920 -0.139
C 1.2037 1.4338 2.4065 -0.685
C 0.1466 2.5659 -5.5638 -0.700
C -3.4216 0.9411 1.2469 -0.242
C -0.2875 -2.8483 -5.0465 1.896
C -2.0982 2.4479 5.1215 -0.414
C 2.5182 -2.8385 2.7240 -0.197
C 0.0052 -4.3019 -4.6614 -1.949
C -5.2820 1.0214 -1.9974 -0.821
C 1.3912 4.0300 -2.0890 -0.377
C -0.0880 -0.2315 3.8136 0.861
C -0.2440 0.9345 -3.8462 0.295
C 0.2163 -2.5198 3.0121 -0.621
C -1.4803 6.1942 5.2111 -1.525
C -4.9806 1.2481 -0.6358 1.359
C -1.9748 3.7511 5.5793 -0.976
C -1.6197 4.7832 4.7167 1.111
H -2.1694 6.8585 4.6890 0.350
H 0.3242 4.0559 -1.8726 0.409
H -0.3490 -5.6317 2.9067 0.354
H -2.0556 -1.5722 -5.1323 0.360
H -0.1509 -4.4786 -3.5955 0.309
H 2.6759 -0.3020 3.9451 0.074
H -0.1289 -0.1067 5.9835 0.465
H -6.8040 2.3183 -0.1980 0.426
H 3.1424 -1.5170 -5.6184 0.263
H 3.8242 4.3053 0.0325 0.323
H 4.5835 -1.1871 0.5992 0.517
H 3.7415 2.6169 -2.5188 0.232
H -2.5566 -0.7763 -2.7746 0.677
H 3.9847 -1.0085 -2.6606 0.701
H 1.5301 3.9054 -3.1673 0.234
H -2.7089 -3.1578 4.6384 0.511
H 1.3151 1.8761 -7.2253 0.463
H -1.6840 6.2630 6.2773 0.379
H -2.3981 1.6472 5.7833 0.597
H 1.0955 -2.7442 -6.7474 0.238
H -1.3705 2.9674 1.8488 0.396
H 2.8891 1.3539 4.5137 0.447
H 6.2215 -1.7156 2.4135 0.436
H 2.1948 -4.1627 -3.0616 0.343
H -4.1553 1.7468 3.0852 0.704
H -6.2052 1.4204 -2.3983 0.429
H -3.7911 -4.1434 2.8657 0.363
H 1.5615 -0.3882 -6.3697 0.324
H -1.1610 5.2868 2.6831 0.475
H 3.6138 -3.3375 -2.4295 0.546
H 2.0544 0.1804 5.5271 0.411
H 1.0240 -4.5925 -4.9141 0.336
H 1.8471 5.4757 -0.5557 0.333
H -2.3604 -3.2700 -5.5015 0.595
H -2.0998 -2.7731 -3.8240 0.260
H 1.7423 6.1526 -2.1996 0.364
H 2.3804 -0.5025 -2.1038 0.091
H 2.7769 -3.2401 -5.4352 0.288
H -2.1702 3.9707 6.6206 0.357
H 5.4618 -2.9896 4.3973 0.401
H -0.6480 0.6921 -2.8724 0.483
H -3.4080 -2.7790 1.8134 0.177
H -3.5032 -4.4194 1.1539 0.478
H -0.6705 -4.9614 -5.2110 0.531
H 1.8104 0.7038 1.8709 -0.048
H 5.1068 4.1737 -1.1958 0.363
H -0.4924 -3.4088 -7.1043 0.546
H 1.7572 2.3718 2.4550 0.618
H -1.1553 -3.9082 1.3355 0.146
H 0.0197 3.5634 -5.9636 0.424
H -4.6359 0.0988 -3.8196 0.528
H 0.3053 1.5995 1.8160 -0.415
H -1.7839 -6.1974 2.0387 0.461
H -6.2250 2.6097 2.1956 0.446
H 3.8116 2.0017 -0.8515 0.354
H -0.3078 -1.6745 -6.8834 0.395
H -1.9247 -5.6509 3.7137 0.323
H 4.1961 -2.5487 -4.6656 0.524
H 0.4551 1.7472 4.4041 0.216
H -0.9823 2.9452 -3.7775 0.627
H -0.4708 6.5655 5.0317 0.340
H 3.1092 -3.7247 4.5686 0.510
H 2.0236 -3.0251 -1.7227 0.251
H -1.4701 -2.0102 6.4302 0.450
H 2.9872 0.0445 -3.6741 0.368
```

Values from the calculation:
Energy (Ha): -3587.3837
LUMO level (eV): -2.209
Kohn-Sham gap (eV): 7.7
Energy above the lowest of the compared OMol25 structures with the same formula, charge and spin (kcal/mol): 41.85
Charge: +1
2S+1: 1

Record 4
Below is a structure of composition C30H39BiN5O in a non-equilibrium geometry, with properties calculated with the ωB97M-V functional and the def2-TZVPD basis.

Structure (XYZ):
```
76
Properties=species:S:1:pos:R:3:mulliken_charge:R:1
Bi 0.9378 -0.8938 0.0638 0.429
O 2.1448 3.3864 -0.9030 -0.346
N -1.5543 -2.6394 -1.2621 0.474
N 3.9212 4.0916 -2.1832 -0.493
N 2.1086 0.7218 -3.3310 -0.383
N -0.8155 -0.7001 -2.0489 0.430
N 2.8193 5.6133 -0.8979 -0.199
C 0.1044 0.3954 -1.7047 -0.568
C -1.0629 0.1240 2.7021 0.547
C 0.7209 2.6533 -4.7096 -0.528
C -2.6397 -1.9358 -1.7671 -0.404
C 0.1806 2.0820 -3.5556 -0.276
C -2.2577 -4.1122 0.5826 1.131
C 2.8970 4.2994 -1.2758 0.309
C 0.2097 -5.4055 0.2553 -0.955
C -1.4701 -3.8686 -0.5501 0.205
C -2.2059 -0.7399 -2.2121 -0.771
C -1.7491 -4.9699 1.5776 -0.917
C 1.1837 -0.1119 3.9752 -1.973
C -3.5298 -3.3755 0.8201 -1.337
C -0.8184 3.3020 0.7652 -0.994
C -0.4302 -1.8462 -1.3851 -0.797
C -2.9605 1.0433 1.2022 -1.640
C -0.5105 -5.6084 1.4381 0.641
C 2.0197 2.3225 -5.1212 -0.303
C 0.2542 0.5474 3.0274 0.451
C -0.2647 -4.5692 -0.7508 0.819
C 0.5016 1.7731 2.3477 0.087
C -1.7499 -1.0787 3.2246 -1.463
C 0.5849 -4.3066 -1.9456 -1.367
C -0.6576 2.0907 1.5908 0.835
C 2.7022 1.3460 -4.3536 -0.450
C 0.8722 1.0376 -2.9031 0.561
C -1.6089 1.0679 1.7903 0.495
C 1.7393 2.5816 2.3897 -0.963
C 1.8531 6.1304 0.0394 -0.612
C 0.0838 -6.4024 2.5769 -1.528
H 1.1871 -5.8814 0.1235 0.293
H -3.6315 -2.3480 -1.8021 0.503
H 4.1508 3.1179 -2.3307 0.267
H -2.7366 0.1068 -2.6105 0.463
H 1.4266 -5.0050 -1.9448 0.438
H -3.3786 0.0292 1.2125 0.230
H -3.3397 -2.3160 1.0572 0.033
H -2.8355 -1.0120 3.0768 0.493
H 1.6206 3.4287 3.0883 0.215
H 2.5804 1.9819 2.7554 0.330
H 1.3062 5.3067 0.5094 0.092
H -0.6983 -6.7942 3.2380 0.376
H 3.4107 6.2657 -1.3992 0.186
H 0.1251 3.4170 -5.2111 0.361
H 0.9301 -1.1709 4.1202 0.395
H 2.0003 2.9674 1.3902 -0.051
H 1.1524 6.7995 -0.4758 0.275
H -4.2111 -3.4308 -0.0429 0.390
H 1.0144 -3.2900 -1.9088 0.292
H 4.6697 4.7746 -2.1795 0.167
H -2.9439 1.4089 0.1659 0.206
H 0.7638 -5.7881 3.1897 0.275
H -0.0309 3.3642 -0.0024 -0.133
H 2.3571 6.6964 0.8320 0.311
H -1.3944 -2.0089 2.7522 -0.004
H 0.0570 -4.4040 -2.9016 0.329
H -3.6419 1.6900 1.7846 0.279
H 2.2222 -0.0452 3.6205 0.399
H -0.7809 2.3865 -3.1267 0.369
H -1.8113 3.3664 0.3002 0.345
H 3.7431 1.0754 -4.6066 0.380
H 1.1360 0.3897 4.9577 0.237
H -0.7062 4.1846 1.4145 0.389
H 2.4946 2.8001 -5.9870 0.362
H -4.0239 -3.8141 1.6960 0.419
H -2.3321 -5.0762 2.4974 0.243
H -1.5488 -1.1527 4.3009 0.468
H -0.5244 1.1786 -1.2491 -0.156
H 0.6685 -7.2444 2.1876 0.384
```

Values from the calculation:
Energy (Ha): -1730.1039
LUMO level (eV): 2.545
Kohn-Sham gap (eV): 4.5
Energy above the lowest of the compared OMol25 structures with the same formula, charge and spin (kcal/mol): 0.00
Charge: -1
2S+1: 1